Entry 1:
{"formula": "C14H12N3O4", "method": "ωB97M-V with the def2-TZVPD basis set", "symbols": ["C", "C", "C", "N", "C", "N", "C", "C", "C", "C", "C", "C", "H", "H", "H", "H", "H", "H", "C", "C", "O", "C", "C", "N", "O", "O", "O", "H", "H", "H", "H", "H", "H"], "positions_angstrom": [[-0.64090, -0.24032, 1.11562], [-1.68670, -1.00665, 1.89378], [-1.86954, -0.54515, 3.20282], [-1.85001, -0.36624, 4.36194], [-2.47888, -2.07079, 1.42935], [-3.22684, -2.89395, 1.04449], [-0.20030, -1.06682, -0.15216], [-1.10470, -1.45130, -1.13551], [-0.70419, -2.29488, -2.16668], [0.57959, -2.86438, -2.18582], [1.51055, -2.46265, -1.21429], [1.10783, -1.58342, -0.19742], [0.25208, -0.15474, 1.74790], [-2.08923, -1.02470, -1.10992], [-1.38160, -2.49274, -2.99357], [0.93658, -3.48386, -3.01841], [2.56230, -2.78175, -1.29785], [1.86542, -1.30072, 0.54114], [3.19748, 2.00656, -0.81936], [1.75063, 2.45462, -0.82997], [1.01920, 1.67422, 0.13635], [-0.29511, 2.02062, 0.07808], [-0.95309, 1.24617, 1.17070], [-2.48886, 1.48308, 1.21896], [-3.07977, 1.13772, 2.29237], [-3.04564, 2.04631, 0.27636], [-0.75366, 2.79068, -0.73770], [3.74585, 2.53889, -1.59630], [3.66300, 2.26106, 0.14391], [3.33917, 0.93817, -1.02887], [1.64603, 3.49591, -0.48930], [1.29651, 2.34175, -1.82572], [-0.62323, 1.64933, 2.14506]], "nbo_charge": [-0.2182, -0.5702, 0.3268, -0.4884, 0.3225, -0.5021, -0.0101, -0.1381, -0.2252, -0.2255, -0.2264, -0.2024, 0.2128, 0.2215, 0.2073, 0.2029, 0.2025, 0.2090, -0.6278, -0.0739, -0.5154, 0.7835, -0.2050, 0.5208, -0.3529, -0.3565, -0.5576, 0.2085, 0.2072, 0.2213, 0.1834, 0.2004, 0.2654], "charge": -1, "gap_ev": 6.01, "homo_ha": -0.1228, "fmax_ha_per_bohr": 0.087, "de_lowest_kcal_mol": 0.0, "spin_multiplicity": 1}

=====

Entry 2:
{"formula": "C4H8O3", "method": "ωB97M-V with the def2-TZVPD basis set", "symbols": ["C", "C", "O", "C", "O", "C", "O", "H", "H", "H", "H", "H", "H", "H", "H"], "positions_angstrom": [[1.35755, -0.44153, 0.92575], [1.35104, -0.47821, -0.61969], [0.05539, -0.68515, -1.18648], [-0.78380, 0.37519, -1.00324], [-0.74853, 1.38716, -1.64709], [-1.62761, 0.09687, 0.20445], [-2.50957, 1.10945, 0.56285], [0.76216, 0.33649, 1.41643], [1.08765, -1.40223, 1.38245], [2.37565, -0.19874, 1.20260], [1.94364, -1.33083, -0.97461], [1.77332, 0.45596, -1.01926], [-2.14797, -0.85453, 0.06638], [-0.84203, -0.08555, 0.95555], [-2.14608, 1.93134, 0.20552]], "nbo_charge": [-0.6560, -0.0712, -0.5495, 0.7843, -0.5522, -0.1872, -0.6987, 0.2090, 0.2187, 0.2253, 0.2025, 0.1870, 0.2115, 0.1950, 0.4817], "charge": 0, "gap_ev": 11.36, "homo_ha": -0.3886, "smiles": "CCOC(=O)CO", "fmax_ha_per_bohr": 0.015, "de_lowest_kcal_mol": 36.4, "spin_multiplicity": 1}

=====

Entry 3:
{"formula": "C4H6IN", "method": "ωB97M-V with the def2-TZVPD basis set", "symbols": ["C", "C", "C", "C", "N", "I", "H", "H", "H", "H", "H", "H"], "positions_angstrom": [[0.68970, 1.89382, 0.44483], [-0.91581, -1.29581, -0.35822], [0.05946, -0.28244, 0.32086], [0.42102, -1.48785, -0.93287], [0.09412, 0.99656, -0.18601], [1.59731, -3.15276, -0.62576], [0.54524, 2.82114, -0.10239], [1.25579, 1.91036, 1.35118], [-1.45928, -2.22157, 0.18104], [-1.77645, -0.85782, -1.08826], [0.49802, -0.44342, 1.26234], [0.49289, -1.11187, -1.90297]], "mulliken_spin": [0.6496, 0.0630, 0.3052, 0.5422, 0.1811, 0.2222, 0.0309, 0.0225, 0.0185, 0.0080, -0.0137, -0.0296], "charge": 0, "gap_ev": [5.33, 6.71], "homo_ha": [-0.1798, -0.3489], "fmax_ha_per_bohr": 0.203, "de_lowest_kcal_mol": 45.6, "spin_multiplicity": 3}

=====

Entry 4:
{"formula": "C6H24N12O6", "method": "ωB97M-V with the def2-TZVPD basis set", "symbols": ["C", "O", "N", "N", "H", "H", "H", "H", "C", "O", "N", "N", "H", "H", "H", "H", "C", "O", "N", "N", "H", "H", "H", "H", "C", "O", "N", "N", "H", "H", "H", "H", "C", "O", "N", "N", "H", "H", "H", "H", "C", "O", "N", "N", "H", "H", "H", "H"], "positions_angstrom": [[-2.50335, -0.39958, -0.82683], [-1.65133, -0.01571, -1.48376], [-2.57219, -1.64047, -0.30782], [-3.63229, 0.23244, -0.52174], [-1.74784, -2.16635, -0.56082], [-3.25382, -2.14223, 0.24329], [-3.66352, 1.08634, -1.06023], [-4.44824, -0.32430, -0.31111], [0.27009, 2.04801, 3.15472], [-0.67910, 1.78260, 3.83875], [0.12733, 2.45189, 1.91162], [1.54171, 1.91489, 3.40766], [0.87075, 2.34630, 1.23613], [-0.79198, 2.79741, 1.67584], [2.17040, 1.85133, 2.61975], [1.72736, 1.41586, 4.26592], [2.41258, 1.95329, -2.88517], [2.97419, 2.57261, -3.71836], [2.93298, 1.62108, -1.65725], [1.27390, 1.38966, -3.09656], [3.87037, 1.97035, -1.51788], [2.66929, 0.91241, -0.98767], [0.69019, 0.88032, -2.44852], [0.95646, 1.66355, -4.01542], [-0.90308, -0.89232, 2.29982], [0.19560, -0.99613, 1.80326], [-1.34665, 0.11961, 2.98931], [-1.84155, -1.72622, 2.13510], [-2.28957, 0.04029, 3.34244], [-0.75021, 0.92164, 3.13464], [-1.59163, -2.45951, 1.48710], [-2.74296, -1.52375, 2.54324], [0.79410, -2.48227, -2.12535], [-0.33331, -1.94551, -2.22481], [1.77316, -1.96776, -1.44267], [0.89542, -3.67235, -2.45117], [2.66975, -2.42178, -1.34230], [1.49041, -1.03077, -1.19324], [0.10962, -4.12974, -2.89094], [1.69653, -4.15109, -2.06502], [0.59228, 0.42232, -0.49304], [0.84005, 0.29730, -1.67427], [-0.18500, -0.37060, 0.08853], [0.84461, 1.50735, 0.14604], [-0.60049, -1.10114, -0.47160], [-0.41386, -0.53784, 1.05795], [0.23380, 1.78554, 0.90078], [1.31903, 2.11302, -0.50833]], "nbo_charge": [0.7723, -0.5764, -0.8921, -0.8579, 0.3985, 0.3874, 0.3990, 0.3826, 0.7623, -0.6129, -0.8547, -0.7814, 0.4447, 0.4225, 0.4076, 0.4087, 0.7429, -0.6962, -0.9078, -0.8496, 0.3801, 0.3861, 0.4259, 0.3413, 0.7067, -0.6420, -0.8033, -0.7858, 0.3646, 0.3854, 0.4014, 0.3934, 0.7518, -0.7433, -0.8421, -0.7878, 0.3832, 0.4252, 0.4124, 0.3736, 0.7586, -0.6876, -0.7746, -0.9513, 0.4106, 0.3973, 0.3929, 0.4276], "charge": 0, "gap_ev": 7.40, "homo_ha": -0.2680, "fmax_ha_per_bohr": 0.262, "de_lowest_kcal_mol": 566.6, "spin_multiplicity": 1}

=====

Entry 5:
{"formula": "C6H4O", "method": "ωB97M-V with the def2-TZVPD basis set", "symbols": ["C", "C", "C", "C", "O", "C", "C", "H", "H", "H", "H"], "positions_angstrom": [[-2.45263, -0.18281, -0.81847], [-1.16868, 0.09619, -0.18393], [-0.11978, 0.34441, 0.35900], [1.12792, 0.70334, 1.00572], [1.23059, 1.64526, 1.76422], [2.28329, -0.10615, 0.64139], [3.28767, -0.65293, 0.26510], [-2.70097, 0.60801, -1.53339], [-3.24359, -0.21795, -0.06331], [-2.43479, -1.13809, -1.35097], [4.19097, -1.09928, -0.08537]], "nbo_charge": [-0.6988, 0.1299, -0.1497, 0.4465, -0.4617, -0.1161, -0.1283, 0.2488, 0.2476, 0.2427, 0.2390], "charge": 0, "gap_ev": 9.95, "homo_ha": -0.3754, "smiles": "C#CC(=O)C#CC", "fmax_ha_per_bohr": 0.012, "de_lowest_kcal_mol": 53.0, "spin_multiplicity": 1}

=====

Calculated total energy in order - -1005.81681 -382.90687 -508.20410 -1350.91262 -306.12711 Eh